Entry from the OMol25 dataset: a gas-phase ion, C7H18N4 (charge +2) at a distorted geometry (ωB97M-V/def2-TZVPD).

Geometry as XYZ:
```
29
C7H18N4 (ωB97M-V/def2-TZVPD)
C -0.52834 0.31797 -1.39603
C -0.87484 -0.40142 -0.06688
C -1.98446 -1.42978 -0.48792
C -1.57925 0.49323 0.99195
N -2.82858 1.20009 0.42939
N 0.25165 -1.19326 0.46271
C 1.57975 -1.22055 0.11828
N 2.27383 -2.31453 0.44960
C 2.33498 -0.09650 -0.30485
C 2.24608 1.23673 0.10756
N 3.09216 2.23742 0.01995
H -1.50085 0.89052 -1.80654
H 0.13227 1.06896 -1.12152
H -0.11733 -0.22668 -2.23462
H -3.05617 -1.09085 -0.48361
H -2.00257 -2.18484 0.36239
H -1.68103 -1.81199 -1.38318
H -1.85294 -0.04779 1.91044
H -1.11497 1.33248 1.51154
H -2.97356 2.04578 0.88341
H -2.77858 1.48928 -0.53760
H -3.73613 0.70518 0.43788
H -0.10790 -1.79012 1.17804
H 3.27300 -2.31403 0.65384
H 1.92464 -3.20510 0.14656
H 3.17359 -0.27310 -0.80062
H 1.40443 1.57218 0.89148
H 3.20352 2.85154 0.77266
H 3.82758 2.15917 -0.70433
```

Computed properties:
E_LUMO (eV): -6.860
2S+1: 1
Energy above the lowest of the compared OMol25 structures with the same formula, charge and spin (kcal/mol): 27.16
Total charge: +2
M (g/mol): 158.25
Frontier orbital gap (hartree): 0.335
DFT total energy (a.u.): -495.89663
Maximum force (Eh/bohr): 0.0952
SMILES: CC(C)(C[NH3+])/[NH+]=C(N)\C=C\N